(1)
Computed, not measured: a single C4H8O2 molecule, with the ωB97M-V functional and the def2-TZVPD basis.

The geometry in ORCA input format:
```
! wB97M-V def2-TZVPD RIJCOSX def2/J DEFGRID3
* xyz 0 1
O 1.969 0.413 0.746
C 1.451 -0.122 -0.458
C 0.212 -0.908 -0.090
C -0.799 -0.040 0.600
C -2.474 1.144 0.052
O -1.291 0.848 -0.462
H 2.602 1.103 0.526
H 2.171 -0.793 -0.946
H 1.183 0.674 -1.168
H 0.465 -1.727 0.587
H -0.251 -1.333 -0.990
H -1.636 -0.670 0.931
H -0.429 0.545 1.442
H -3.173 0.867 -0.771
*
```

## Properties
* HOMO energy: -8.230 eV
* frontier orbital gap: 8.7 eV
* energy above the lowest of the compared OMol25 structures with the same formula, charge and spin: 5.067 eV

(2)
Computed, not measured: a single C4H8O2 molecule, with the ωB97M-V functional and the def2-TZVPD basis.

The geometry in ORCA input format:
```
! wB97M-V def2-TZVPD RIJCOSX def2/J DEFGRID3
* xyz 0 1
C -1.476 0.997 0.880
O -0.099 0.892 0.612
C 0.305 -0.340 0.059
C 0.227 -0.388 -1.463
C 1.725 -0.579 0.559
O 2.523 -1.289 -0.001
H -1.655 2.014 1.236
H -2.093 0.822 -0.012
H -1.783 0.289 1.664
H -0.301 -1.163 0.479
H -0.783 -0.609 -1.818
H 0.538 0.578 -1.869
H 0.905 -1.162 -1.836
H 1.966 -0.061 1.510
*
```

## Properties
* HOMO energy: -9.883 eV
* SMILES: CO[C@@H](C)C=O
* frontier orbital gap: 10.8 eV
* energy above the lowest of the compared OMol25 structures with the same formula, charge and spin: 1.572 eV

(3)
Computed, not measured: a molecular structure, C4H8O2, with the ωB97M-V functional and the def2-TZVPD basis.

The geometry in ORCA input format:
```
! wB97M-V def2-TZVPD RIJCOSX def2/J DEFGRID3
* xyz 0 1
O 1.760 -0.264 0.305
C 1.246 -0.058 -1.078
C -0.117 0.355 0.282
O 0.074 1.206 1.359
C -1.106 -0.741 0.387
C -1.384 0.555 -0.392
H 1.454 -1.154 0.502
H 1.804 -0.829 -1.720
H 1.671 0.887 -1.443
H 0.568 0.798 2.092
H -1.650 -0.886 1.321
H -0.932 -1.635 -0.196
H -1.328 0.497 -1.466
H -2.060 1.271 0.049
*
```

## Properties
* HOMO energy: -8.050 eV
* frontier orbital gap: 8.8 eV
* energy above the lowest of the compared OMol25 structures with the same formula, charge and spin: 6.395 eV

(4)
Computed, not measured: 3 unconnected molecules or ions with the total composition C4H8O2, with the ωB97M-V functional and the def2-TZVPD basis.

The geometry in ORCA input format:
```
! wB97M-V def2-TZVPD RIJCOSX def2/J DEFGRID3
* xyz 0 1
C 1.038 -0.897 -1.355
C 0.190 -1.857 -1.000
O -1.455 0.278 1.356
C -0.437 -0.215 1.781
C -0.484 2.269 -0.014
O 0.703 2.049 -0.078
H 2.113 -1.065 -1.379
H 0.707 0.104 -1.616
H -0.884 -1.689 -0.975
H 0.534 -2.851 -0.723
H 0.558 0.173 1.501
H -0.463 -1.073 2.478
H -0.930 2.842 0.819
H -1.190 1.933 -0.795
*
```

## Properties
* HOMO energy: -9.945 eV
* SMILES: C=C.C=O.C=O
* frontier orbital gap: 10.7 eV
* energy above the lowest of the compared OMol25 structures with the same formula, charge and spin: 3.225 eV

(5)
Computed, not measured: 2 unconnected molecules or ions with the total composition C4H8O2, with the ωB97M-V functional and the def2-TZVPD basis.

The geometry in ORCA input format:
```
! wB97M-V def2-TZVPD RIJCOSX def2/J DEFGRID3
* xyz 0 1
C -0.647 -1.475 0.132
C -0.002 -0.521 0.795
O -0.500 0.027 1.964
C 1.188 0.230 0.244
C 0.618 1.500 -0.352
O 0.578 1.727 -1.537
H -0.277 -1.826 -0.827
H -1.957 -0.024 -1.724
H -1.580 -1.889 0.503
H -0.161 -0.463 2.726
H 1.888 0.480 1.051
H 1.706 -0.327 -0.542
H 0.165 2.192 0.385
H -1.494 0.478 -2.019
*
```

## Properties
* HOMO energy: -9.470 eV
* SMILES: C=C(O)CC=O.[H][H]
* frontier orbital gap: 10.1 eV
* energy above the lowest of the compared OMol25 structures with the same formula, charge and spin: 2.768 eV

(6)
Computed, not measured: 2 unconnected molecules or ions with the total composition C4H8O2, with the ωB97M-V functional and the def2-TZVPD basis.

The geometry in ORCA input format:
```
! wB97M-V def2-TZVPD RIJCOSX def2/J DEFGRID3
* xyz 0 1
O 1.356 -1.325 -1.064
C 0.410 0.688 -0.597
C -1.041 0.320 -0.458
C -1.061 -0.212 0.981
O 0.045 0.409 1.640
C 0.935 0.738 0.631
H 0.596 -1.916 -1.011
H 0.865 0.997 -1.528
H -1.469 -0.376 -1.190
H -1.574 1.273 -0.538
H -0.912 -1.305 0.994
H -1.972 0.023 1.532
H 1.856 1.206 0.943
H 1.449 -0.898 -0.171
*
```

## Properties
* HOMO energy: -8.191 eV
* SMILES: C1=COCC1.O
* frontier orbital gap: 9.0 eV
* energy above the lowest of the compared OMol25 structures with the same formula, charge and spin: 2.604 eV

(7)
Computed, not measured: a single C4H8O2 molecule, with the ωB97M-V functional and the def2-TZVPD basis.

The geometry in ORCA input format:
```
! wB97M-V def2-TZVPD RIJCOSX def2/J DEFGRID3
* xyz 0 1
O 3.336 0.215 -0.293
C 2.243 -0.256 0.015
C 0.850 0.265 -0.433
C -0.369 0.030 0.507
C -1.759 0.402 -0.083
O -0.411 -1.294 0.999
H 2.124 -1.390 0.142
H 0.382 0.074 -1.444
H 1.025 1.317 -0.627
H -0.234 0.763 1.229
H -1.404 1.322 -0.670
H -2.574 0.539 0.704
H -1.907 -0.382 -0.922
H -1.302 -1.605 0.877
*
```

## Properties
* HOMO energy: -9.826 eV
* SMILES: C[C@@H](O)CC=O
* frontier orbital gap: 10.3 eV
* energy above the lowest of the compared OMol25 structures with the same formula, charge and spin: 2.781 eV

(8)
Computed, not measured: a molecular structure, C4H8O2, with the ωB97M-V functional and the def2-TZVPD basis.

The geometry in ORCA input format:
```
! wB97M-V def2-TZVPD RIJCOSX def2/J DEFGRID3
* xyz 0 1
C -0.233 1.086 -0.932
C -0.998 0.363 0.155
O -2.151 -0.324 -0.155
C 0.185 -0.621 -0.079
O -0.082 -1.619 -0.757
C 1.264 -0.484 0.961
H 0.246 2.015 -0.652
H -0.688 1.007 -1.916
H 0.774 0.343 -1.071
H -1.023 0.843 1.144
H -1.749 -1.180 -0.463
H 2.181 -1.012 0.712
H 0.790 -0.970 1.822
H 1.485 0.555 1.232
*
```

## Properties
* HOMO energy: -9.402 eV
* frontier orbital gap: 10.2 eV
* energy above the lowest of the compared OMol25 structures with the same formula, charge and spin: 2.950 eV

(9)
Computed, not measured: a single C4H8O2 molecule, with the ωB97M-V functional and the def2-TZVPD basis.

The geometry in ORCA input format:
```
! wB97M-V def2-TZVPD RIJCOSX def2/J DEFGRID3
* xyz 0 1
C 1.026 0.604 0.200
C 1.012 -0.869 -0.214
O -0.119 -1.494 0.374
C -1.314 -0.749 0.322
O -1.225 0.611 0.627
C -0.327 1.231 -0.273
H 1.013 0.580 1.305
H 1.930 1.133 -0.100
H 0.998 -0.938 -1.312
H 1.876 -1.443 0.148
H -1.951 -1.160 1.100
H -1.762 -0.831 -0.683
H -0.456 2.321 -0.192
H -0.700 1.004 -1.304
*
```

## Properties
* HOMO energy: -9.992 eV
* SMILES: C1COCOC1
* frontier orbital gap: 11.1 eV
* energy above the lowest of the compared OMol25 structures with the same formula, charge and spin: 1.703 eV

(10)
Computed, not measured: 2 unconnected molecules or ions with the total composition C4H8O2, with the ωB97M-V functional and the def2-TZVPD basis.

The geometry in ORCA input format:
```
! wB97M-V def2-TZVPD RIJCOSX def2/J DEFGRID3
* xyz 0 1
O 0.779 1.338 -1.875
C 0.006 -0.881 -0.625
C 0.706 -0.659 0.693
C -0.277 0.305 1.374
O -1.545 0.098 0.726
C -1.253 -0.470 -0.487
H 1.275 1.555 -1.078
H 0.454 -1.331 -1.501
H 1.725 -0.260 0.628
H 0.757 -1.619 1.220
H 0.020 1.352 1.213
H -0.410 0.129 2.443
H -2.090 -0.570 -1.167
H -0.073 1.029 -1.524
*
```

## Properties
* HOMO energy: -8.673 eV
* SMILES: C1=COCC1.O
* frontier orbital gap: 9.5 eV
* energy above the lowest of the compared OMol25 structures with the same formula, charge and spin: 1.876 eV